Entry 1:
2 unconnected molecules or ions with the total composition C2H3BrClNO2, computed with ωB97M-V/def2-TZVPD.

Computed properties:
**Lowest unoccupied orbital energy (alpha / beta)**: -1.2 / -1.9 eV

Each line ends with the Mulliken charge.
Atoms and positions in Å:
C1 -1.41105 -0.52310 -0.23541  -0.7927
C2 0.93741 0.04603 -0.40361  0.0734
N1 0.78845 0.83275 0.76900  0.8290
O1 0.33388 1.97355 0.63163  -0.5231
O2 1.03941 0.29881 1.84769  -0.5355
Cl1 0.99161 0.74651 -1.93862  -0.0855
Br1 1.72792 -1.63505 -0.10615  -0.0009
H1 -1.56168 -0.69102 -1.30276  0.3730
H2 -1.69969 0.31431 0.37745  0.3251
H3 -1.14625 -1.36281 0.36078  0.3371

---

Entry 2:
A molecular structure, C3H10N2, computed with ωB97M-V/def2-TZVPD.

Computed properties:
**Charge**: -1
**Multiplicity**: 2
**Lowest unoccupied orbital energy (alpha / beta)**: 4.5 / 4.2 eV

Each line ends with the Mulliken charge.
Atoms and positions in Å:
N1 -1.84333 0.41280 -0.25832  -0.7899
C1 -0.29900 1.24754 0.10162  -2.7885
C2 0.91403 0.36161 -0.04423  -0.7381
C3 0.80804 -1.02936 0.47556  -1.5515
N2 -0.13394 -1.75127 -0.30149  -0.6879
H1 -2.25472 1.24123 -0.73698  0.8108
H2 -0.98197 -1.25858 -0.55527  0.5561
H3 -0.40193 1.83038 -0.73704  1.7690
H4 -1.16056 0.48991 0.70846  -0.0994
H5 1.72068 0.82311 0.59280  0.5279
H6 1.24687 0.58128 -1.08126  0.2024
H7 1.67698 -1.59971 0.43607  0.4732
H8 0.52506 -0.91958 1.53215  0.7395
H9 -0.14116 1.74876 1.05436  0.2587
H10 0.32495 -2.17811 -1.18642  0.3177

---

Entry 3:
2 unconnected molecules or ions with the total composition CH3NOSi, computed with ωB97M-V/def2-TZVPD.

Computed properties:
**Lowest unoccupied orbital energy**: -1.1 eV

Each line ends with the Mulliken charge.
Atoms and positions in Å:
C1 -1.78662 -1.71808 -1.44351  -0.2124
N1 -2.66429 -2.41495 -1.64470  -0.3542
O1 -0.31357 1.13427 -0.26405  -0.3626
Si1 0.21061 -0.40028 -0.19037  0.5969
H1 -1.16808 1.32428 -0.08662  0.3368
H2 1.69667 -0.39036 -0.61598  -0.0128
H3 -0.40357 -1.06923 0.96069  0.0083

---

Entry 4:
13 unconnected molecules or ions with the total composition C26H78O13S7, computed with ωB97M-V/def2-TZVPD.

Computed properties:
**Lowest unoccupied orbital energy**: -0.1 eV

Each line ends with the Mulliken charge.
Atoms and positions in Å:
C1 -0.21557 -9.64100 35.61212  -1.2721
C2 -0.98968 -10.98273 35.99847  0.3564
O1 -2.28234 -11.06867 35.52566  -0.5673
H1 -0.41192 -9.28733 34.57994  0.2182
H2 0.89091 -9.52091 35.94200  0.1247
H3 -0.72818 -8.98953 36.09869  0.6787
H4 -0.94214 -11.06574 37.19254  0.2257
H5 -0.45824 -11.76751 35.69368  -0.2488
H6 -2.15879 -11.43550 34.60668  0.4818
C3 3.86618 -10.17833 34.79162  -1.2797
C4 2.90438 -10.46709 33.62299  0.3684
O2 3.74800 -11.23948 32.89870  -0.5004
H7 3.32588 -9.41821 35.36257  0.3677
H8 4.91962 -9.73549 34.60199  0.2774
H9 3.85095 -11.06293 35.34701  0.3199
H10 2.69325 -9.59724 33.09399  0.2948
H11 1.87196 -11.05472 33.78824  -0.1766
H12 3.23856 -11.84777 32.49921  0.2661
C5 -5.32616 -12.46287 32.13859  -1.3426
C6 -5.87833 -13.84766 31.57726  0.6494
O3 -7.24352 -13.77561 31.39163  -0.5468
H13 -5.78133 -12.29850 33.00744  0.4361
H14 -5.29933 -11.79710 31.40732  0.5200
H15 -4.19654 -12.60170 32.32248  0.2316
H16 -5.56338 -14.59633 32.30726  -0.1438
H17 -5.13444 -14.28608 30.75045  -0.1474
H18 -7.67764 -14.56279 31.22983  0.3151
C7 3.98495 -16.81282 32.67553  -1.3067
C8 3.75381 -15.75150 33.77205  1.0610
O4 4.78609 -14.75970 33.70239  -0.5371
H19 4.08165 -16.35981 31.73934  0.4046
H20 3.08457 -17.32013 32.48243  0.2353
H21 4.96329 -17.58866 32.70774  0.2799
H22 3.89599 -16.41217 34.73161  0.2612
H23 2.79039 -15.38341 33.59967  -0.7167
H24 5.05915 -14.62664 34.64996  0.3490
C9 -3.85327 -14.19095 36.04324  -0.8676
C10 -3.38034 -13.70492 37.40548  0.2323
O5 -3.70303 -14.83162 38.34932  -0.5500
H25 -3.81616 -13.32532 35.31343  0.1128
H26 -4.88095 -14.16755 35.94317  0.7904
H27 -3.55589 -15.17270 35.67741  0.1504
H28 -4.09580 -12.73377 37.58856  0.2474
H29 -2.30093 -13.59318 37.56067  -0.1845
H30 -3.26539 -14.63644 39.09709  0.2913
C11 -2.39011 -14.20528 27.62475  -0.7735
C12 -1.19915 -14.74018 28.50766  0.1005
O6 -1.44653 -14.61578 29.87753  0.9440
H31 -2.45627 -12.97386 27.75746  -0.0169
H32 -3.18413 -14.76140 28.13903  0.1095
H33 -2.05117 -14.62724 26.54209  0.2964
H34 -0.16431 -14.20060 28.14955  -0.1463
H35 -0.99571 -15.86511 28.38854  0.2608
H36 -0.99332 -15.26189 30.29713  -0.5640
C13 3.43657 -12.54544 28.72628  -1.5305
S1 2.84708 -13.44422 30.14586  0.7619
O7 2.10501 -12.44056 31.02138  -0.6775
C14 1.60754 -14.29954 29.19453  0.3898
H37 2.78603 -11.92276 28.50618  0.4885
H38 3.63419 -13.25285 27.89990  0.3809
H39 4.21512 -11.91069 29.03341  0.5132
H40 1.04870 -15.04137 29.67814  -1.4574
H41 2.08934 -14.93903 28.55534  0.7208
H42 1.07624 -13.56008 28.69135  0.1827
C15 -0.88106 -10.41934 30.99864  -0.3835
S2 -2.16509 -11.08710 29.91552  0.9041
O8 -3.12736 -9.94668 29.56900  -0.7565
C16 -1.15225 -11.02450 28.38194  -0.9474
H43 -0.05810 -11.08933 30.70595  -0.0929
H44 -1.19188 -10.29764 32.02894  0.0697
H45 -0.64733 -9.27585 30.62759  0.3738
H46 -0.69383 -10.04118 28.14609  0.4738
H47 -1.58518 -11.68942 27.56346  0.5757
H48 -0.16325 -11.51483 28.44534  -0.1875
C17 -2.46653 -14.99529 33.40430  1.1758
S3 -1.49965 -13.77677 32.70846  0.2295
O9 -1.84691 -12.48034 33.34677  -0.1209
C18 0.09397 -14.27488 33.34047  -1.1435
H49 -2.10620 -15.84684 32.98801  -0.4790
H50 -3.60828 -15.04832 33.26626  0.0229
H51 -2.24149 -14.66257 34.55911  -1.1557
H52 0.92755 -13.67482 33.04450  0.1541
H53 0.14894 -15.22906 32.90963  0.0734
H54 0.08304 -14.47387 34.35142  0.6472
C19 -0.38141 -14.89553 37.61975  -0.4273
S4 0.62198 -16.31755 37.96710  0.1885
O10 -0.36420 -17.57172 38.04165  -0.5791
C20 1.15030 -16.60302 36.32874  0.2041
H55 -1.03459 -15.40719 36.92814  -0.1281
H56 0.17568 -13.86421 37.37718  0.2811
H57 -0.94506 -14.67709 38.55721  0.4979
H58 0.28789 -16.67612 35.71152  -0.5309
H59 1.75600 -17.50029 36.39891  0.4187
H60 1.66708 -15.69411 35.89847  0.0959
C21 0.20994 -17.88995 32.81708  2.4849
S5 -0.32373 -17.33603 31.24649  0.8117
O11 -0.71458 -15.96453 31.61209  0.0551
C22 1.16114 -17.22719 30.37690  -1.6584
H61 0.94375 -18.91112 32.94130  0.3840
H62 -0.62378 -18.28828 33.39919  -2.0593
H63 0.93917 -17.10971 33.15550  -0.7356
H64 1.60019 -18.14104 30.18314  0.6751
H65 1.86465 -16.47654 30.85238  0.0322
H66 0.91967 -16.89843 29.49216  0.6444
C23 -1.53556 -21.08589 33.93072  -0.6867
S6 -1.25361 -20.29823 35.48825  0.3769
O12 0.24114 -19.78250 35.46166  -0.5397
C24 -2.27035 -18.92053 35.06733  0.2694
H67 -1.27130 -20.64668 32.98167  0.1312
H68 -2.65540 -21.29163 34.06873  0.2973
H69 -0.73823 -21.91830 33.77574  0.3385
H70 -3.29863 -19.19526 34.93253  0.6379
H71 -2.05171 -18.41515 34.24347  -1.0627
H72 -1.91107 -18.06563 35.80744  0.1289
C25 -3.98567 -17.03213 29.67594  -1.1031
S7 -3.97029 -18.66690 30.46564  0.1324
O13 -2.51394 -18.82529 30.78454  -0.4730
C26 -4.67461 -18.01274 31.91263  -0.3760
H73 -4.89276 -16.56268 29.36400  0.5314
H74 -3.26119 -17.01694 28.95921  0.5553
H75 -3.38559 -16.37659 30.41795  0.1622
H76 -5.31751 -18.81410 32.48601  0.3808
H77 -5.62430 -17.31106 31.80296  0.2432
H78 -3.93595 -17.91921 32.79864  -0.1748

---

Entry 5:
A molecular structure, C8H18N4, computed with ωB97M-V/def2-TZVPD.

Computed properties:
**Charge**: +2
**Lowest unoccupied orbital energy**: -8.6 eV

Each line ends with the Mulliken charge.
Atoms and positions in Å:
C1 1.76812 -0.76382 -0.11932  -0.1653
C2 0.18088 0.34446 -0.27299  0.8949
C3 -3.16841 -0.57660 -0.59907  -0.9274
C4 -2.70888 -1.57368 0.43394  -0.6192
C5 -2.23834 0.56760 -0.32082  -0.8316
C6 -1.18984 -1.51071 0.34757  -0.4963
C7 -0.27051 2.79154 -0.07027  -0.9108
C8 3.16889 -0.60830 -0.97698  -0.2519
N1 2.20406 -0.52092 1.22491  -0.6754
N2 -0.91135 -0.21964 -0.03101  0.0834
N3 0.55482 1.60910 -0.31999  -0.2295
N4 4.09155 -0.08292 -0.23950  -0.1780
H1 1.32256 -1.69811 -0.39022  0.3888
H2 -3.15089 -0.97049 -1.60729  0.3386
H3 -4.14144 -0.18509 -0.42800  0.4179
H4 -3.16350 -1.25183 1.37020  0.2995
H5 -3.01931 -2.72388 0.44124  0.3616
H6 -2.04989 1.15625 -1.24526  0.5446
H7 -2.49748 1.13422 0.54213  0.4416
H8 -0.55364 -1.68605 1.32512  0.2443
H9 -0.83280 -2.24808 -0.38795  0.3563
H10 -1.26283 2.50891 0.22119  0.3364
H11 0.18203 3.33763 0.72028  0.3851
H12 -0.32113 3.46465 -1.09286  0.2998
H13 3.44135 -0.83679 -2.03486  0.4176
H14 1.43837 -0.47399 1.90574  0.2611
H15 1.59480 1.76911 -0.35101  0.2477
H16 3.69996 0.19545 0.73826  0.3916
H17 5.05220 0.34787 -0.39875  0.2892
H18 2.78067 -1.29590 1.61555  0.2852

---

Entry 6:
A molecular structure, C24H74Co2O17P, computed with ωB97M-V/def2-TZVPD.

Computed properties:
**Charge**: +1
**Multiplicity**: 7
**Lowest unoccupied orbital energy (alpha / beta)**: -2.0 / -2.0 eV

Each line ends with the Mulliken charge.
Atoms and positions in Å:
Co1 -1.46871 -1.44219 -1.43174  0.5551
Co2 1.04862 1.75591 1.70813  0.8237
P1 -0.20184 0.11106 0.16294  3.6331
O1 -0.68525 0.95795 1.36686  -1.2194
O2 -0.85090 0.37977 -1.20847  0.4463
O3 -0.40976 -1.41453 0.23046  -0.5267
O4 1.26358 0.51223 0.21611  0.0096
C1 3.36162 3.66802 -0.81460  -1.3640
C2 3.70959 2.59973 0.18014  1.4277
C3 5.15633 2.62772 0.51933  -1.5019
O5 2.92886 2.71006 1.35419  -0.1906
H1 4.01656 3.73095 -1.68361  0.4489
H2 3.28081 4.68102 -0.42037  0.3031
H3 2.37639 3.54609 -1.26467  0.0919
H4 3.46918 1.62247 -0.23852  -0.5679
H5 5.80445 2.64372 -0.35690  0.4049
H6 5.50592 1.79221 1.12580  0.3371
H7 5.37777 3.50152 1.13217  0.3919
H8 3.32869 3.46779 1.78727  0.2482
C4 0.53312 -2.26146 -5.18029  -1.2982
C5 0.37519 -2.81094 -3.75069  0.3923
C6 1.58543 -3.62202 -3.28371  -1.4572
O6 0.18997 -1.75898 -2.83860  0.2161
H9 -0.40433 -1.85694 -5.56194  0.2256
H10 0.69536 -3.02781 -5.93823  0.4680
H11 1.36021 -1.55603 -5.26031  0.2336
H12 -0.49565 -3.46611 -3.72888  0.4037
H13 1.54990 -3.83566 -2.21544  0.2171
H14 2.56335 -3.15924 -3.41640  0.3179
H15 1.56030 -4.57901 -3.80491  0.4896
H16 0.97280 -1.20372 -2.85972  0.0528
C7 -3.48174 2.68252 -0.20935  -0.2518
C8 -2.84423 3.19761 -1.45942  0.8519
C9 -2.97778 4.74461 -1.64172  -1.5634
O7 -1.47849 2.90275 -1.57524  -0.9172
H17 -3.33873 1.60372 -0.14754  -0.2940
H18 -4.52315 2.95307 -0.03508  0.5671
H19 -2.90058 3.09496 0.61543  -0.0867
H20 -3.33571 2.70925 -2.30089  0.1387
H21 -4.03901 4.99309 -1.62921  0.4128
H22 -2.50638 5.06274 -2.57161  0.3921
H23 -2.50977 5.27559 -0.81279  0.2493
H24 -1.36788 1.95376 -1.48159  -0.1248
C10 -1.05153 1.82775 4.70860  -0.9704
C11 -0.67237 3.02742 3.83397  0.1312
O8 0.65401 2.85070 3.47011  -0.5019
H25 -2.13058 1.82141 4.86259  0.3640
H26 -0.54009 1.83469 5.67113  0.4586
H27 -0.83350 0.86732 4.24154  -0.0776
H28 -0.77058 3.97179 4.36935  0.4624
H29 -1.21489 3.03269 2.88859  -0.2170
H30 1.16237 2.99678 4.27125  0.2377
C12 3.11834 -0.61986 4.75884  -1.3106
C13 3.14698 0.38356 3.60904  0.0243
O9 1.89289 0.23182 2.92438  0.3043
H31 2.36148 -0.24870 5.44985  0.3292
H32 4.09719 -0.80568 5.20092  0.3845
H33 2.72190 -1.59392 4.47224  0.2045
H34 4.01883 0.10385 3.01764  0.1710
H35 3.19797 1.39668 4.00790  0.3323
H36 1.77144 -0.70673 2.76322  -0.3841
C14 0.84618 -4.47728 3.06188  -1.6606
C15 1.35754 -3.39142 2.14180  0.5729
O10 0.59809 -2.22890 2.42634  -0.6126
H37 1.19301 -5.48006 2.81240  0.3967
H38 -0.23933 -4.50794 2.96801  0.2401
H39 1.16643 -4.27048 4.08305  0.3931
H40 1.28909 -3.72455 1.10622  -0.2578
H41 2.40025 -3.22268 2.41082  0.3357
H42 0.20615 -1.86251 1.63025  0.0206
C16 -1.73773 0.55493 -4.33133  -0.5692
C17 -2.99949 -0.08981 -3.71776  -0.2653
O11 -2.63127 -1.39282 -3.28917  -0.5043
H43 -1.78920 1.63162 -4.16953  0.2005
H44 -1.67954 0.28374 -5.38545  0.4358
H45 -0.81750 0.22169 -3.85153  -0.1964
H46 -3.82439 -0.12646 -4.42931  0.7021
H47 -3.39150 0.44164 -2.85059  -0.2572
H48 -2.95507 -1.95859 -3.99390  0.3180
C18 -1.97728 -4.67599 0.66727  -1.3062
C19 -1.28666 -4.43137 -0.66073  0.8859
O12 -2.12976 -3.55329 -1.43175  -0.4675
H49 -2.99577 -5.05468 0.58132  0.4756
H50 -2.02506 -3.81944 1.33968  0.0264
H51 -1.42042 -5.46911 1.16624  0.4071
H52 -1.07263 -5.32372 -1.24896  0.5487
H53 -0.30497 -4.00241 -0.45974  -0.9099
H54 -2.89748 -4.06081 -1.70494  0.2702
C20 -3.02164 -1.04172 2.84907  -0.3534
O13 -3.18997 0.12372 2.08518  -0.6359
H55 -3.81049 -1.02679 3.60113  0.4390
H56 -3.18193 -1.95465 2.27551  -0.0038
H57 -2.01834 -1.05487 3.27487  -0.0132
H58 -2.30368 0.43962 1.89465  0.2855
C21 -4.70704 -1.31680 -0.62481  -1.2049
O14 -3.33849 -0.97212 -0.47598  0.5188
H59 -5.40147 -0.47906 -0.68843  0.3219
H60 -4.82036 -1.72773 -1.62800  0.2866
H61 -5.03558 -2.03886 0.12271  0.2189
H62 -3.30563 -0.34487 0.25001  -0.4115
C22 3.20729 -2.44400 -0.34214  -0.2381
O15 3.21500 -1.33088 0.62521  -0.5600
H63 2.15968 -2.61927 -0.58685  -0.5055
H64 3.66541 -2.13437 -1.28148  0.3092
H65 3.78043 -3.27914 0.06052  0.4689
H66 2.43939 -0.78514 0.47628  0.0747
C23 0.16931 4.78292 0.96537  -1.1280
O16 0.28235 3.43342 0.54098  0.4916
H67 0.62389 5.35816 0.15880  0.3527
H68 -0.89402 5.02053 0.99635  0.2467
H69 0.70219 4.94513 1.90230  0.3306
H70 -0.35333 3.21190 -0.14346  0.0228
C24 1.81623 1.06864 -3.13698  -0.5445
O17 2.13138 0.02787 -2.25702  -0.6405
H71 2.68508 1.72309 -3.20697  0.2951
H72 1.73628 0.58991 -4.11296  0.2716
H73 0.92168 1.63131 -2.87004  -0.0276
H74 1.84074 0.32593 -1.39197  -0.2191

---

Entry 7:
2 unconnected molecules or ions with the total composition BrNO5S, computed with ωB97M-V/def2-TZVPD.

Computed properties:
**Multiplicity**: 3
**Lowest unoccupied orbital energy (alpha / beta)**: -0.7 / -3.8 eV

Each line ends with the Mulliken charge.
Atoms and positions in Å:
N1 -0.04667 -1.58764 0.00719  1.1110
O1 0.93876 -1.89785 0.51846  -0.4384
O2 -0.70971 -1.86336 -0.88858  -0.4733
O3 1.05527 0.68169 -0.94414  -0.3536
O4 0.60772 2.87245 -0.05117  -0.3771
O5 -0.71963 -0.34993 0.87878  -0.3654
S1 0.90209 1.51980 0.17248  0.6957
Br1 -2.02783 0.62483 0.30697  0.2011

---

Entry 8:
A molecular structure, C5H11O3, computed with ωB97M-V/def2-TZVPD.

Computed properties:
**Charge**: -1
**Lowest unoccupied orbital energy**: 2.9 eV

Each line ends with the Mulliken charge.
Atoms and positions in Å:
O1 -0.00886 -0.84962 -2.30751  -0.6434
C1 -1.08385 -0.27471 -1.69106  -0.3948
C2 -1.27378 0.14270 -0.32885  -0.1813
C3 -0.30584 -0.33621 0.71593  -0.2446
C4 0.88037 0.61875 1.00400  -0.5184
C5 0.51373 1.91914 1.78565  -0.4707
O2 1.61614 2.56754 2.26268  -0.8697
H1 -1.77737 0.22341 -2.45179  0.2667
H2 -1.55532 -1.06420 -1.00029  0.3312
H3 -2.29847 0.43976 -0.00145  0.3441
H4 0.12543 -1.29822 0.37589  0.2307
H5 -0.75302 -0.54692 1.71049  0.4350
H6 1.66992 0.15859 1.61901  0.3530
H7 1.34350 0.93816 0.00701  0.1857
H8 -0.10338 2.55305 1.12895  0.1727
H9 -0.20527 1.59227 2.56857  0.1669
H10 -0.05429 -1.96628 -1.75817  0.4466
H11 0.24742 -3.62493 -1.57224  0.2217
O3 -0.23516 -2.94576 -1.14767  -0.8314

---

| no. | DFT total energy (eV) |
| --- | --- |
| 1 | -90266.286 |
| 2 | -6247.402 |
| 3 | -12498.750 |
| 4 | -130667.489 |
| 5 | -14528.854 |
| 6 | -145438.627 |
| 7 | -92595.539 |
| 8 | -11501.897 |